1.
{
  "formula": "C3H4N4O",
  "method": "ωB97M-V/def2-TZVPD",
  "homo_energy_ha": -0.3355,
  "smiles": "[H]/N=c1/ccnnn1O",
  "de_lowest_kcal_mol": 169.62,
  "total_energy_ev": -11176.6138,
  "lumo_energy_ev": -0.69,
  "symbols": ["O", "N", "N", "N", "N", "C", "C", "C", "H", "H", "H", "H"],
  "coordinates": [[-0.7525, 1.8233, 1.3894], [1.1785, 0.9426, 0.3991], [-0.2097, 1.0275, 0.3872], [-2.0270, -0.8673, 0.5210], [2.0034, 0.1674, -0.2195], [1.2688, -0.5909, -1.2711], [-0.1138, -0.9560, -1.0478], [-0.8524, -0.3847, 0.1465], [0.1444, 2.1612, 2.0651], [1.7669, -1.0598, -2.1874], [-2.3602, -0.3172, 1.3819], [-0.0464, -1.9461, -1.5644]],
  "forces_ev_per_angstrom": [[4.09, 0.89, 2.39], [0.96, 0.63, 2.26], [1.04, -4.07, -1.54], [3.35, 2.56, 1.30], [-4.35, 1.01, -2.62], [-2.37, -0.77, 1.77], [5.24, 0.71, 0.24], [-2.51, -0.07, -1.53], [-3.53, -1.75, -3.07], [-0.17, 0.87, 1.86], [0.43, -0.76, -1.60], [-2.17, 0.75, 0.54]],
  "mulliken_charge": [-0.52, -0.20, 0.46, -0.60, -0.42, -0.16, -0.23, 0.35, 0.42, 0.34, 0.28, 0.27]
}


2.
{
  "formula": "C3H4NS",
  "method": "ωB97M-V/def2-TZVPD",
  "charge": 1,
  "homo_energy_ha": [-0.5089, -0.5089],
  "de_lowest_kcal_mol": 91.76,
  "total_energy_ev": -15488.7565,
  "lumo_energy_ev": [-5.79, -5.79],
  "symbols": ["S", "N", "C", "C", "C", "H", "H", "H", "H"],
  "coordinates": [[-0.1974, -1.9733, 0.3529], [0.9877, 0.5745, 0.1066], [1.2397, -0.5395, 0.5090], [-1.3841, -1.1432, -0.0425], [0.1056, 1.4686, -0.3349], [-2.3359, -0.9720, -0.3018], [-0.2197, 2.1859, 0.2637], [-0.3101, 1.3687, -1.3512], [2.1142, -0.9696, 0.7982]],
  "forces_ev_per_angstrom": [[0.03, 0.20, 0.30], [-2.27, 2.11, -0.78], [-1.42, 0.54, -0.50], [2.43, 0.32, 0.54], [1.94, -5.97, -2.24], [-3.23, 0.30, -0.89], [-1.21, 3.07, 2.82], [0.91, 0.26, 0.28], [2.83, -0.81, 0.48]],
  "mulliken_charge": [-0.05, -0.09, -0.04, -0.09, -0.34, 0.48, 0.33, 0.36, 0.44]
}


3.
{
  "formula": "C17H24AsBrN2O2SSiV",
  "method": "ωB97M-V/def2-TZVPD",
  "s2": 2.034,
  "charge": 1,
  "homo_energy_ha": [-0.4370, -0.4371],
  "de_lowest_kcal_mol": 11.80,
  "total_energy_ev": -200372.5305,
  "spin_multiplicity": 3,
  "lumo_energy_ev": [-4.26, -3.52],
  "symbols": ["Br", "As", "V", "S", "Si", "O", "O", "N", "N", "C", "C", "C", "C", "C", "C", "C", "C", "C", "C", "C", "C", "C", "C", "C", "C", "C", "H", "H", "H", "H", "H", "H", "H", "H", "H", "H", "H", "H", "H", "H", "H", "H", "H", "H", "H", "H", "H", "H", "H", "H"],
  "coordinates": [[7.1365, -2.6310, -1.3368], [-2.4342, -1.3538, -1.6202], [0.0017, -1.2512, -0.7321], [0.1294, 1.0279, -0.4807], [-0.1709, 3.2466, 2.4038], [1.6791, -2.3324, -0.3063], [0.7418, -2.3332, -2.2630], [4.3538, -1.8313, -4.2434], [-0.6439, -0.8059, 1.2238], [1.3173, 3.4584, 3.5139], [0.0979, 4.0857, 0.7591], [1.8278, -2.3417, -1.5761], [-3.4310, 0.2953, -1.7046], [-0.4459, 1.3554, 2.2687], [-0.7537, 0.7135, 3.4703], [3.1249, -2.2610, -2.2467], [-0.9081, -1.3939, 2.3934], [-1.7140, 3.9253, 3.2106], [-0.3901, 0.5069, 1.1635], [-3.6142, -2.5132, -0.6167], [4.2963, -2.4704, -1.5198], [3.2002, -1.9506, -3.6000], [5.4696, -2.0362, -3.5560], [5.4911, -2.3605, -2.1992], [-0.9751, -0.6565, 3.5537], [-2.5195, -2.0520, -3.4189], [6.4032, -1.9443, -4.0988], [-4.5811, -2.5591, -1.1172], [-4.4379, 0.0743, -2.0572], [-1.8654, -1.4777, -4.0717], [-1.9364, 3.4601, 4.1719], [-3.7441, -2.1095, 0.3864], [-2.9442, 0.9907, -2.3851], [-1.6028, 4.9964, 3.3897], [-1.1927, -1.1381, 4.4953], [-2.5838, 3.7894, 2.5643], [-3.5451, -1.9918, -3.7819], [-0.8150, 1.2901, 4.3869], [-3.4755, 0.7469, -0.7151], [2.2202, 3.0700, 3.0389], [4.2641, -2.7098, -0.4658], [0.1621, 5.1601, 0.9531], [-0.7289, 3.9300, 0.0651], [-2.1895, -3.0892, -3.4173], [1.1964, 2.9438, 4.4688], [-3.2004, -3.5176, -0.5477], [1.4866, 4.5143, 3.7332], [2.2933, -1.7905, -4.1698], [1.0219, 3.7851, 0.2672], [-1.0718, -2.4636, 2.3663]],
  "forces_ev_per_angstrom": [[0.02, -0.01, 0.04], [0.22, -0.20, 0.05], [0.05, 0.13, 0.40], [-0.21, -0.94, 0.34], [0.11, 0.02, -0.06], [-0.14, 0.55, -0.06], [-0.02, 0.42, -0.15], [-0.06, -0.01, 0.01], [0.35, -0.03, -0.45], [-0.02, -0.01, -0.05], [-0.03, 0.05, 0.08], [-0.25, -0.40, -0.37], [-0.03, 0.06, 0.02], [-0.13, -0.05, 0.20], [-0.03, -0.07, 0.08], [0.25, -0.19, 0.32], [-0.15, -0.09, -0.02], [-0.02, -0.03, -0.04], [0.15, 0.81, -0.08], [-0.09, 0.00, -0.02], [0.07, 0.07, -0.08], [-0.06, -0.05, -0.01], [0.13, -0.03, 0.05], [-0.12, 0.03, -0.09], [0.00, -0.04, -0.11], [-0.12, -0.01, -0.04], [-0.01, 0.01, -0.01], [0.00, 0.00, 0.03], [0.00, 0.04, 0.01], [0.00, 0.02, 0.02], [0.02, -0.02, 0.01], [-0.01, 0.00, -0.01], [0.03, -0.04, -0.01], [0.03, 0.02, -0.01], [0.00, 0.00, 0.01], [-0.01, 0.00, 0.01], [0.03, -0.02, -0.02], [0.01, 0.05, -0.02], [0.00, -0.02, 0.00], [0.00, -0.01, -0.01], [-0.03, 0.00, 0.00], [0.00, 0.00, -0.01], [-0.01, -0.02, 0.00], [0.01, 0.01, 0.01], [-0.02, -0.01, 0.00], [0.04, 0.02, -0.02], [-0.01, 0.02, -0.02], [0.02, 0.01, -0.02], [0.02, -0.03, 0.01], [0.01, 0.01, 0.05]],
  "mulliken_charge": [-0.13, 0.62, -0.17, -0.28, 0.21, -0.84, -0.60, -0.59, 0.07, -1.07, -1.06, 1.27, -1.13, 0.33, -0.36, 0.18, -0.55, -1.03, 0.97, -1.18, -0.30, -0.27, -0.11, -0.07, -1.01, -1.07, 0.39, 0.41, 0.41, 0.34, 0.35, 0.36, 0.38, 0.35, 0.42, 0.32, 0.41, 0.34, 0.35, 0.33, 0.56, 0.33, 0.34, 0.36, 0.35, 0.39, 0.35, 0.47, 0.34, 0.53]
}


4.
{
  "formula": "C6H12O",
  "method": "ωB97M-V/def2-TZVPD",
  "homo_energy_ha": -0.2899,
  "de_lowest_kcal_mol": 101.78,
  "total_energy_ev": -8459.9405,
  "lumo_energy_ev": 0.68,
  "symbols": ["O", "C", "C", "C", "C", "C", "C", "H", "H", "H", "H", "H", "H", "H", "H", "H", "H", "H", "H"],
  "coordinates": [[1.6330, -1.4535, 1.4791], [1.1432, -1.4930, 0.1016], [-0.1567, -0.7256, 0.2618], [-0.1338, -0.8418, 1.8043], [-0.1329, 0.8163, -1.7627], [-1.2901, 1.5074, 0.3637], [-0.1215, 0.7288, -0.2351], [-2.2444, 1.1355, -0.0334], [1.8920, -1.0863, -0.5901], [-1.2963, 1.3861, 1.4516], [0.9973, -2.5548, -0.1054], [-0.0699, 1.8586, -2.0974], [-1.2241, 2.5754, 0.1275], [-0.4872, -1.8623, 2.0435], [0.6985, 0.2690, -2.2247], [-1.0070, -1.2409, -0.2118], [0.8128, 1.1808, 0.1378], [-1.0670, 0.4001, -2.1626], [2.0543, -0.5998, 1.6523]],
  "forces_ev_per_angstrom": [[0.07, 0.18, 0.12], [-0.01, -0.08, -0.22], [0.00, 0.09, 0.00], [-0.08, -0.22, -0.15], [0.01, -0.02, -0.06], [-0.04, 0.03, 0.03], [0.04, 0.00, 0.02], [0.13, 0.03, 0.05], [-0.15, -0.03, 0.10], [-0.03, 0.06, -0.15], [0.01, 0.16, -0.01], [0.00, -0.17, 0.06], [-0.01, -0.16, 0.02], [0.07, 0.16, 0.01], [-0.11, 0.07, 0.10], [0.11, 0.06, 0.10], [-0.11, -0.05, -0.03], [0.13, 0.04, 0.08], [-0.05, -0.15, -0.05]],
  "mulliken_charge": [-0.48, -0.57, -0.03, -0.66, -1.47, -1.63, 0.85, 0.34, 0.31, 0.46, 0.28, 0.39, 0.41, 0.19, 0.34, 0.47, 0.06, 0.35, 0.39]
}


5.
{
  "formula": "C58H62F3N6O2SSiTl",
  "method": "ωB97M-V/def2-TZVPD",
  "charge": -2,
  "homo_energy_ha": -0.0477,
  "de_lowest_kcal_mol": 15.81,
  "total_energy_ev": -105750.7322,
  "lumo_energy_ev": 3.29,
  "symbols": ["Tl", "S", "Si", "F", "F", "F", "O", "O", "N", "N", "N", "N", "N", "N", "C", "C", "C", "C", "C", "C", "C", "C", "C", "C", "C", "C", "C", "C", "C", "C", "C", "C", "C", "C", "C", "C", "C", "C", "C", "C", "C", "C", "C", "C", "C", "C", "C", "C", "C", "C", "C", "C", "C", "C", "C", "C", "C", "C", "C", "C", "C", "C", "C", "C", "C", "C", "C", "C", "C", "C", "C", "C", "H", "H", "H", "H", "H", "H", "H", "H", "H", "H", "H", "H", "H", "H", "H", "H", "H", "H", "H", "H", "H", "H", "H", "H", "H", "H", "H", "H", "H", "H", "H", "H", "H", "H", "H", "H", "H", "H", "H", "H", "H", "H", "H", "H", "H", "H", "H", "H", "H", "H", "H", "H", "H", "H", "H", "H", "H", "H", "H", "H", "H", "H"],
  "coordinates": [[0.5752, 0.0757, -0.0064], [1.4172, -2.8262, 0.6474], [2.3028, -5.0176, 3.1710], [3.4706, 1.4275, -1.9507], [3.2916, -0.6926, -2.4026], [4.3184, -0.0640, -0.6026], [-1.6800, -1.6953, -0.8124], [-2.7590, -3.4793, 0.5238], [-2.4076, 1.2347, 0.3687], [0.2933, -1.4005, 2.5637], [-0.4929, 2.6026, 2.0321], [0.4253, 1.8275, -2.6601], [-0.3249, -2.2162, -2.6192], [0.0170, -0.9112, -2.5681], [1.1567, -6.4816, 3.5082], [-4.8105, 3.4318, -0.1606], [-5.5366, 4.6400, -0.3076], [-4.1532, -1.3209, 3.0542], [-1.8228, 7.0293, 1.6404], [2.2920, 4.2954, 3.7577], [-0.2870, 3.3959, 4.3113], [0.7687, 1.0476, -3.6929], [0.2607, 3.2681, 3.0191], [3.2556, -5.3914, 1.6091], [-1.7427, 4.6566, 1.3309], [-2.4648, 2.4755, 0.6002], [-5.0319, -0.1899, -1.8089], [-2.0804, -6.6614, -1.0633], [0.4733, -0.3794, -3.6340], [1.7513, 4.4920, 5.0173], [1.2092, 3.7485, -3.8555], [0.6533, 3.1275, -2.7464], [-1.1437, 5.7971, 1.7978], [1.5730, 3.6667, 2.7484], [-5.0176, 5.8607, 0.0388], [3.1394, 0.1766, -1.3224], [-0.9731, -4.9357, -2.3016], [0.8255, -3.1552, 4.6076], [-0.1250, -1.1574, 3.7928], [-3.1238, 2.2709, -3.0673], [-1.4480, -3.9680, -1.4241], [-1.5449, 1.9284, 5.9231], [1.5551, 2.9457, -4.9345], [-4.3568, -0.0389, 0.8832], [1.3360, 1.5866, -4.8542], [-2.8447, 0.8671, -2.5203], [-5.5345, -0.6565, 0.4855], [-4.6947, 1.1445, 3.0679], [-3.0677, 7.1145, 1.0697], [-1.1273, -2.5199, -1.5975], [3.6285, 2.9527, 1.4626], [-2.8012, -0.1218, -3.6855], [-2.7049, 3.9105, 4.9356], [-3.9519, 0.0176, 2.3454], [-3.0150, 4.7474, 0.7238], [0.4758, 4.0240, 5.2874], [0.9851, -2.5330, 2.2817], [0.0856, -2.0036, 4.8681], [-1.2857, -6.2756, -2.1389], [-3.7180, 5.9469, 0.5970], [-3.5311, 3.4917, 0.3267], [-3.8347, 0.4235, -1.4587], [-1.3917, 3.2102, 1.3785], [-1.6492, 2.8286, 4.6893], [3.5670, -5.0297, 4.5839], [1.2986, -3.4456, 3.3393], [2.1066, 4.7214, 0.5337], [2.1862, 3.4497, 1.3808], [-2.2592, -4.3658, -0.3466], [-5.8898, -0.7109, -0.8523], [-3.5510, 0.5516, -0.0977], [-2.5596, -5.7196, -0.1721], [2.3341, 4.9714, 5.7939], [0.6560, -6.3743, 4.4729], [-2.8853, 4.5163, 4.0515], [-3.6518, 3.4525, 5.2303], [-1.3474, 7.9306, 2.0072], [1.0400, -3.8345, 5.4293], [-4.4326, 1.1673, 4.1284], [0.6195, -0.9726, -4.5406], [-3.6650, -2.1275, 2.5069], [-0.2926, -1.7722, 5.8555], [-1.9577, 0.1158, -4.3334], [3.9098, -6.2526, 1.7806], [-0.9104, -7.0145, -2.8360], [-5.6031, 6.7621, -0.0995], [1.9933, 3.3786, -5.8268], [1.7197, -7.4189, 3.5187], [3.3026, 4.6255, 3.5548], [2.5762, -5.6075, 0.7858], [1.6067, 0.9268, -5.6688], [-5.2127, -1.5682, 3.1602], [1.3634, 4.8190, -3.8701], [1.6079, 2.6741, 0.8732], [-4.1571, 2.3524, -3.4197], [-0.7629, 1.1785, 5.7998], [-2.8805, 0.2348, 2.3719], [-6.5375, 4.5897, -0.7184], [-3.1673, -6.0025, 0.6785], [-0.1825, 5.7724, 2.2930], [0.3868, -6.5540, 2.7381], [-2.9544, 3.0501, -2.3236], [-2.3229, -7.7084, -0.9162], [3.7003, 2.0635, 2.0894], [1.0710, 5.0215, 0.3526], [4.2931, -4.2235, 4.4661], [-0.3405, -4.6003, -3.1123], [-2.4585, 2.4712, -3.9098], [-5.2874, -0.2882, -2.8557], [0.3686, 3.7136, -1.8775], [-0.6623, -0.2182, 3.9194], [4.2970, 3.7201, 1.8621], [0.0660, 4.1387, 6.2842], [-1.8544, 0.8751, -2.0545], [-2.4912, 1.4102, 6.0905], [-1.3219, 2.5070, 6.8219], [-6.8031, -1.2077, -1.1551], [2.6174, 5.5496, 1.0348], [-3.7109, -0.0610, -4.2905], [2.5830, 4.5501, -0.4326], [-5.7754, 0.9981, 2.9863], [4.1106, -5.9780, 4.5996], [-6.1718, -1.1191, 1.2294], [-4.4593, 2.1208, 2.6372], [3.9771, 2.6802, 0.4683], [-2.6774, -1.1462, -3.3368], [3.8550, -4.5364, 1.2982], [-2.4087, -2.5889, 0.1916], [-1.9891, 2.2000, 3.8660], [-5.2667, 2.4931, -0.4389], [-3.5651, 8.0739, 0.9885], [-3.7187, -1.2799, 4.0550], [-2.3831, 4.5781, 5.7395], [3.0868, -4.9035, 5.5557]],
  "forces_ev_per_angstrom": [[0.38, -0.21, -0.17], [-0.03, 0.16, 0.01], [-0.04, -0.18, 0.05], [-0.02, 0.04, 0.10], [0.04, -0.05, -0.05], [0.01, 0.05, 0.06], [0.08, 0.08, 0.01], [-0.07, -0.17, 0.10], [0.02, 0.30, 0.27], [0.02, 0.03, -0.06], [-0.67, 0.00, 0.13], [-0.10, -0.06, -0.01], [0.02, -0.04, 0.16], [-0.20, 0.22, -0.14], [0.04, 0.03, -0.02], [0.10, -0.03, -0.02], [-0.01, 0.01, -0.02], [0.02, -0.01, -0.03], [-0.05, 0.04, 0.00], [0.00, 0.05, 0.01], [-0.07, 0.02, -0.05], [0.04, 0.10, -0.04], [0.09, -0.06, 0.11], [-0.02, 0.09, -0.03], [-0.12, 0.05, 0.19], [-0.19, -0.22, -0.12], [-0.03, 0.01, 0.02], [0.01, 0.00, 0.01], [0.12, -0.23, 0.04], [-0.02, -0.03, -0.03], [-0.01, -0.04, -0.01], [0.06, 0.04, -0.03], [0.01, -0.08, 0.05], [0.04, 0.08, -0.05], [-0.01, 0.00, 0.01], [-0.02, 0.12, -0.07], [0.03, -0.01, 0.02], [0.00, 0.02, 0.06], [0.00, 0.00, 0.01], [0.01, -0.01, 0.07], [-0.05, 0.04, -0.05], [0.04, -0.07, -0.02], [0.01, 0.04, 0.01], [0.00, 0.09, 0.04], [0.02, -0.02, 0.03], [0.07, 0.00, 0.01], [-0.04, -0.04, -0.03], [0.05, -0.01, -0.02], [0.02, -0.03, -0.02], [0.06, -0.07, -0.11], [-0.05, -0.04, -0.02], [-0.08, 0.01, 0.00], [0.11, -0.05, 0.01], [0.03, -0.05, -0.02], [0.02, -0.09, 0.02], [0.03, 0.09, 0.00], [-0.20, -0.05, 0.08], [0.00, 0.00, -0.01], [0.00, -0.01, 0.00], [0.00, 0.04, 0.00], [-0.05, 0.00, 0.06], [0.04, -0.02, -0.15], [0.55, 0.01, -0.05], [0.04, -0.06, -0.03], [-0.05, 0.01, -0.02], [0.15, 0.03, -0.06], [-0.07, -0.03, -0.05], [0.07, -0.05, -0.01], [-0.04, -0.02, 0.04], [0.03, 0.02, 0.03], [-0.12, 0.04, -0.03], [-0.01, -0.01, 0.00], [0.00, 0.03, 0.01], [-0.02, 0.01, 0.03], [0.02, 0.09, -0.17], [0.00, 0.00, 0.01], [0.01, 0.00, -0.01], [-0.01, -0.03, 0.01], [0.02, 0.00, 0.04], [-0.01, 0.00, 0.02], [0.00, -0.02, -0.01], [0.00, 0.02, 0.01], [-0.02, 0.02, -0.01], [0.02, -0.04, 0.04], [0.03, -0.01, 0.00], [-0.01, 0.01, 0.01], [0.01, -0.01, 0.01], [0.01, -0.03, 0.00], [0.03, -0.01, -0.01], [0.00, 0.00, -0.01], [0.00, -0.01, 0.01], [-0.03, 0.00, 0.01], [0.01, 0.02, 0.01], [0.00, -0.01, 0.01], [-0.02, 0.01, -0.01], [0.00, 0.00, 0.00], [0.00, 0.00, 0.01], [-0.01, -0.01, 0.01], [-0.02, 0.00, 0.00], [-0.01, 0.00, 0.00], [-0.02, 0.02, -0.04], [-0.03, 0.01, 0.05], [0.00, -0.01, 0.01], [0.01, 0.00, 0.01], [0.05, 0.00, 0.00], [0.02, 0.03, -0.02], [0.00, 0.00, -0.01], [0.03, 0.02, -0.01], [0.02, -0.03, -0.03], [0.00, 0.04, 0.05], [-0.04, 0.01, 0.02], [0.03, 0.01, 0.02], [0.00, 0.00, 0.01], [-0.03, -0.06, -0.04], [-0.03, -0.01, 0.00], [0.01, 0.02, 0.02], [-0.03, 0.01, 0.00], [0.02, 0.02, -0.01], [-0.04, 0.00, -0.02], [0.01, 0.01, -0.03], [-0.02, 0.00, 0.02], [0.02, -0.03, -0.01], [0.00, -0.01, 0.01], [-0.01, 0.02, 0.00], [0.01, -0.05, -0.08], [0.01, 0.02, 0.01], [0.02, 0.01, 0.00], [0.04, 0.09, -0.04], [-0.01, -0.01, -0.07], [0.00, -0.06, -0.05], [-0.01, 0.02, 0.00], [0.01, 0.01, 0.03], [-0.01, 0.01, 0.01], [0.00, 0.01, 0.05]],
  "mulliken_charge": [1.08, -0.37, 0.25, -0.33, -0.27, -0.29, -0.09, -0.49, 0.52, 0.35, 0.76, 1.07, -1.29, 1.66, -1.07, 0.24, -1.09, -1.81, -1.14, -0.04, 0.37, 1.53, -0.65, -0.96, 0.15, 0.16, -0.43, -0.38, -1.91, -1.69, -0.88, -0.54, 0.19, 0.36, -1.10, -0.28, -0.31, -0.40, -0.06, -1.51, 0.16, -1.91, -0.58, 1.16, -0.98, 2.68, -0.38, -1.41, -0.97, 0.35, -1.88, -1.97, -1.60, 1.67, -1.42, -0.33, 0.45, -1.21, -0.91, 1.47, 0.58, 1.06, -0.26, 2.97, -1.18, 0.11, -1.42, 2.53, 0.08, -1.60, -0.80, -0.76, 0.35, 0.32, 0.25, 0.38, 0.44, 0.17, 0.40, -0.05, 0.26, 0.43, 0.31, 0.29, 0.39, 0.38, 0.37, 0.30, 0.29, 0.24, 0.43, 0.36, 0.46, -1.50, 0.25, 0.48, -0.51, 0.46, 0.41, 0.53, 0.28, 0.17, 0.37, 0.48, 0.23, 0.32, 0.42, 0.50, 0.32, 0.19, 0.08, 0.35, 0.31, -1.30, 0.35, 0.44, 0.33, 0.26, 0.65, 0.44, 0.45, 0.29, 0.30, 0.13, 0.41, 0.23, 0.33, 0.25, -1.60, 0.57, 0.40, 0.44, 0.37, 0.32]
}